Density functional theory data (ωB97M-V/def2-TZVPD) for the ion C5H8NO with charge +1 at a distorted geometry.

XYZ file:
```
15
Properties=species:S:1:pos:R:3:nbo_charge:R:1
C 1.456 -0.535 -0.683 -0.26
C -0.465 -0.849 0.732 -0.24
C 1.296 0.717 0.157 0.19
C -0.936 1.242 0.079 0.49
C -1.288 -0.088 -0.411 -0.57
N 0.923 -0.503 0.647 -0.37
O 0.267 1.662 0.077 -0.32
H 2.532 -0.857 -0.479 0.27
H -0.945 -0.491 1.602 0.22
H -0.631 -1.982 0.848 0.29
H 2.169 1.295 0.418 0.24
H -1.780 1.906 0.243 0.24
H 0.705 -0.812 -1.419 0.23
H -0.934 -0.266 -1.471 0.28
H -2.368 -0.438 -0.339 0.29
```

## Properties
molar mass	98.1	Da
F_max	3.4	eV/A
2S+1	1
E_LUMO	-5.91	eV
Kohn-Sham gap	8.41	eV
net charge	+1

---

Density functional theory data (ωB97M-V/def2-TZVPD) for a structure of composition C38H38CuFNO9Si.

XYZ file:
```
89
Properties=species:S:1:pos:R:3:lowdin_charge:R:1
Cu 0.634 1.040 1.093 0.37
O -1.780 3.201 3.778 -0.04
C -1.318 2.413 2.938 -0.63
O -0.099 2.263 2.641 -0.04
C -2.360 1.458 2.292 -0.10
C -2.049 0.002 2.670 -0.24
C -3.279 -0.900 2.429 -0.09
C -3.240 -1.088 0.895 -0.06
C -2.070 -0.178 0.533 -0.46
O -1.163 -0.437 1.632 -0.03
C -2.473 1.312 0.734 -0.05
C -1.665 2.306 -0.120 -0.61
O -2.268 3.265 -0.597 0.01
O -0.434 2.011 -0.316 -0.07
H -3.314 1.768 2.714 0.13
H -1.567 -0.122 3.637 0.16
H -3.167 -1.853 2.947 0.10
H -4.197 -0.424 2.778 0.11
H -2.995 -2.111 0.606 0.12
H -4.162 -0.788 0.398 0.10
H -0.706 0.026 -0.821 0.09
H -3.513 1.445 0.432 0.14
C 7.732 -0.718 1.120 -0.05
C 7.247 0.375 2.068 -0.33
C 7.794 0.143 3.468 -0.16
C 7.300 1.218 4.422 -0.14
C 5.795 1.225 4.426 -0.16
C 5.076 1.614 5.540 0.02
C 3.690 1.615 5.505 -0.26
F 3.031 2.033 6.616 0.04
C 2.987 1.208 4.404 0.09
C 3.701 0.778 3.284 -0.03
C 2.956 0.256 2.115 -0.28
O 1.774 -0.081 2.244 0.03
C 3.718 0.185 0.879 -0.02
C 5.060 0.258 0.960 0.00
N 5.781 0.436 2.116 0.00
C 5.103 0.809 3.277 -0.09
C 3.097 0.063 -0.525 -0.64
O 3.909 -0.032 -1.464 -0.05
O 1.846 0.081 -0.570 -0.02
H 8.793 -0.902 1.297 0.07
H 7.608 -0.451 0.072 0.07
H 7.180 -1.642 1.299 0.10
H 7.630 1.344 1.716 0.15
H 8.884 0.125 3.417 0.11
H 7.457 -0.839 3.818 0.13
H 7.684 2.191 4.097 0.12
H 7.672 1.049 5.434 0.11
H 5.591 1.935 6.438 0.12
H 1.904 1.225 4.356 0.14
H 5.616 0.195 0.035 0.12
C -0.826 1.220 -3.929 -0.07
C -1.352 -0.213 -4.071 -0.63
C -0.188 -1.184 -3.824 -0.09
C -1.850 -0.414 -5.514 -0.12
Si -2.810 -0.612 -2.920 0.93
O -1.494 -0.554 -0.693 -0.01
C -3.184 -2.392 -2.574 -0.26
C -2.215 -3.264 -2.044 -0.11
C -2.503 -4.597 -1.785 -0.10
C -3.773 -5.106 -2.023 -0.12
C -4.752 -4.261 -2.536 -0.11
C -4.459 -2.936 -2.815 -0.12
C -4.275 0.470 -2.816 -0.27
C -5.348 0.125 -1.957 -0.14
C -6.455 0.940 -1.810 -0.11
C -6.542 2.148 -2.498 -0.12
C -5.489 2.525 -3.326 -0.11
C -4.384 1.711 -3.485 -0.10
H 0.039 1.332 -4.594 0.09
H -0.494 1.459 -2.925 0.08
H -1.568 1.966 -4.217 0.06
H 0.594 -0.979 -4.563 0.08
H -0.497 -2.226 -3.941 0.07
H 0.278 -1.047 -2.850 0.08
H -1.039 -0.165 -6.211 0.08
H -2.704 0.230 -5.744 0.07
H -2.151 -1.449 -5.695 0.07
H -1.234 -2.879 -1.796 0.10
H -1.731 -5.237 -1.375 0.10
H -3.998 -6.145 -1.811 0.09
H -5.751 -4.641 -2.725 0.09
H -5.230 -2.305 -3.241 0.09
H -5.296 -0.793 -1.383 0.08
H -7.251 0.643 -1.135 0.09
H -7.400 2.796 -2.367 0.08
H -5.522 3.479 -3.841 0.09
H -3.579 2.049 -4.121 0.08
```

## Properties
molar mass	763.3	Da
F_max	0.7	eV/A
2S+1	2
E_LUMO (spin up / spin down)	3.79 / 3.79	eV
<S²>	0.769
Kohn-Sham gap (spin up / spin down)	4.32 / 4.56	eV
net charge	-2

---

Density functional theory data (ωB97M-V/def2-TZVPD) for the molecule C4H12NOP at a distorted geometry.

XYZ file:
```
19
Properties=species:S:1:pos:R:3:nbo_charge:R:1
C -2.409 -1.174 -0.513 -0.61
C -1.631 -0.146 0.309 -0.20
N -0.263 -0.722 0.721 -0.97
P 1.433 -0.180 0.250 2.04
C 1.257 0.635 -1.456 -0.99
C 1.831 1.264 1.372 -1.02
O 2.225 -1.393 0.209 -1.09
H -3.409 -0.907 -0.567 0.21
H -1.956 -1.053 -1.433 0.20
H -2.267 -2.264 -0.230 0.20
H -1.520 0.677 -0.366 0.19
H -2.109 0.103 1.210 0.18
H -0.315 -1.690 0.763 0.38
H 0.564 -0.070 -1.907 0.24
H 0.766 1.663 -1.370 0.23
H 2.153 0.628 -1.979 0.24
H 2.371 0.818 2.273 0.26
H 2.379 2.165 0.929 0.25
H 0.900 1.648 1.785 0.25
```

## Properties
SMILES	CCNP(C)(C)=O
molar mass	121.1	Da
F_max	4.6	eV/A
2S+1	1
E_LUMO	0.87	eV
Kohn-Sham gap	9.97	eV

---

| no. | electronic energy (hartree) |
| --- | --- |
| 1 | -324.90690 |
| 2 | -4232.72966 |
| 3 | -630.95669 |